Molecular formula: C7H23CaCl4CsFN2O12PS
Method: DFT, ωB97M-V/def2-TZVPD

Computed properties:
ΔE to the lowest compared entry with this formula, charge and spin ... 2.309 eV
Spin multiplicity ... 1
E_HOMO ... -5.02 eV
Orbital gap ... 1.9894 eV

XYZ file:
```
53
Properties=species:S:1:pos:R:3:lowdin_charge:R:1
N -0.652 -2.505 -3.800 0.06
C -1.194 -2.164 -2.446 -0.32
O -2.514 -1.558 -2.633 -0.15
S -2.088 0.075 -2.902 0.82
O -2.286 0.307 -4.431 -0.58
O -3.000 0.903 -2.051 -0.20
O -0.425 0.151 -2.388 -0.25
C -0.366 -1.067 -1.583 -0.48
O -0.850 -0.695 -0.288 0.00
P 1.338 -1.800 -1.171 0.70
O 1.312 -3.327 -1.223 -0.30
O 1.701 -1.353 0.411 -0.14
O 2.500 -1.153 -2.194 -0.16
H 0.336 -2.264 -3.909 0.01
H -1.240 -2.156 -4.570 0.05
H -1.207 -3.153 -1.901 0.17
H -0.644 0.249 -0.127 0.14
H 1.109 -1.833 1.017 0.08
H 3.032 -1.903 -2.532 0.09
Ca -0.403 0.190 -5.177 1.28
O 1.736 -5.266 1.176 -0.07
H 0.796 -5.151 1.341 0.02
H 1.932 -4.621 0.483 -0.01
Cl 6.642 0.632 -0.916 0.50
C 5.685 1.440 0.354 -0.67
C 4.195 1.282 0.138 -0.67
Cl 3.615 2.184 -1.278 0.36
H 5.976 2.490 0.379 0.07
H 5.973 0.984 1.303 0.06
H 3.651 1.673 1.002 0.07
H 3.920 0.234 0.009 0.04
C -1.327 2.818 3.504 -0.32
O -0.661 2.485 4.486 -0.06
N -2.247 2.040 2.889 -0.19
C -3.001 2.487 1.731 -0.07
C -2.481 0.725 3.403 -0.08
H -1.218 3.806 3.038 0.15
H -4.062 2.464 1.969 0.06
H -2.798 1.815 0.896 0.07
H -2.720 3.501 1.451 0.08
H -2.804 0.804 4.448 0.08
H -1.541 0.161 3.367 0.06
H -3.243 0.210 2.819 0.10
F -5.230 2.204 0.556 -0.56
O -4.075 4.619 -0.501 -0.17
H -4.175 3.998 -1.234 -0.07
Cl 1.324 -2.403 -6.581 -0.66
Cs 3.182 -0.953 -7.261 0.73
Cl 1.508 3.511 -0.754 -0.59
O -0.810 -1.287 5.208 0.32
H -0.128 -1.978 5.342 0.20
H -0.457 -0.378 5.397 0.20
H -1.618 -1.473 5.733 0.20
```



Molecular formula: C7H23N2NiOSb
Method: DFT, ωB97M-V/def2-TZVPD

Computed properties:
ΔE to the lowest compared entry with this formula, charge and spin ... 0.000 eV
Spin multiplicity ... 3
E_HOMO (spin up / spin down) ... -8.07 / -8.38 eV
Orbital gap (spin up / spin down) ... 8.5573 / 8.7818 eV

XYZ file:
```
35
Properties=species:S:1:pos:R:3:lowdin_charge:R:1
Ni -8.619 -2.537 7.186 0.49
N -6.373 -2.380 5.199 -0.01
N -6.923 -1.725 6.333 -0.11
H -5.733 -1.825 4.674 0.07
H -7.069 -2.727 4.589 0.04
H -7.042 -0.732 6.195 0.04
H -6.322 -1.874 7.151 0.11
C -8.501 -3.894 10.371 -0.07
C -8.797 -2.343 10.081 -0.55
C -10.299 -2.151 10.023 -0.09
O -8.224 -1.835 8.898 -0.36
H -9.047 -4.323 11.206 0.06
H -7.437 -4.168 10.465 0.07
H -8.885 -4.466 9.525 0.05
H -8.336 -1.795 10.933 0.13
H -10.610 -2.483 9.010 0.07
H -10.459 -1.117 10.186 0.03
H -10.860 -2.685 10.854 0.10
C -9.055 -3.885 5.803 -0.25
H -9.211 -3.172 5.057 -0.09
H -10.013 -4.396 5.949 -0.02
H -8.355 -4.540 5.339 -0.04
C -11.464 0.889 4.862 -0.30
Sb -10.029 -0.107 6.248 1.34
C -10.791 0.831 8.062 -0.33
C -8.544 1.508 6.043 -0.31
H -11.321 1.935 5.130 -0.01
H -12.430 0.449 5.149 0.00
H -11.111 0.717 3.865 -0.02
H -10.903 1.890 7.964 -0.01
H -10.049 0.659 8.884 0.01
H -11.709 0.330 8.319 -0.01
H -8.955 2.304 5.460 -0.02
H -7.664 1.124 5.499 -0.02
H -8.244 1.878 7.025 0.01
```



Molecular formula: C7H23N5O5P3
Method: DFT, ωB97M-V/def2-TZVPD

Computed properties:
Spin multiplicity ... 1
E_HOMO ... -3.87 eV
Charge ... -1
Orbital gap ... 6.7194 eV

XYZ file:
```
43
Properties=species:S:1:pos:R:3:lowdin_charge:R:1
C 4.194 -0.621 -1.918 -0.22
C 2.706 -0.284 -2.604 -0.49
P 1.397 -0.856 -1.339 0.73
C 1.258 -2.748 -1.212 -0.46
C 1.532 -3.160 0.361 -0.22
P -0.509 0.162 -1.543 0.05
O -1.444 -1.300 -1.657 -0.46
C -1.656 -1.640 -3.103 -0.27
N -1.682 -1.829 -4.405 0.05
P 0.573 2.078 -1.218 0.71
O -0.610 3.384 -1.214 -0.42
O 1.280 1.917 0.393 -0.46
H 4.332 0.079 -0.974 0.06
H 5.052 -0.518 -2.713 0.06
H 4.111 -1.734 -1.498 0.06
H 2.620 -0.808 -3.665 0.07
H 2.723 0.889 -2.786 0.05
H 0.303 -3.230 -1.684 0.06
H 2.180 -3.198 -1.823 0.07
H 2.100 -2.228 0.843 0.05
H 0.541 -3.372 0.946 0.07
H 2.320 -4.054 0.431 0.07
H -0.685 0.118 -0.097 -0.02
H -1.766 0.900 -1.605 -0.05
H -0.354 0.260 -2.991 -0.04
H -1.279 3.152 -1.946 0.04
H 2.219 1.574 0.296 0.04
C 0.698 3.575 3.862 -0.73
O 0.612 4.608 3.217 0.02
N 0.873 2.371 3.286 0.16
N 0.624 3.546 5.205 0.13
H 0.946 1.509 3.800 0.10
H 0.934 2.348 2.277 0.06
H 0.492 4.431 5.677 0.10
H 0.692 2.706 5.753 0.09
C -4.271 -0.949 1.035 -0.72
O -3.338 -0.820 1.812 0.02
N -4.113 -1.398 -0.223 0.16
N -5.540 -0.653 1.368 0.13
H -4.869 -1.510 -0.877 0.10
H -3.173 -1.632 -0.514 0.07
H -5.703 -0.312 2.306 0.10
H -6.322 -0.753 0.742 0.09
```



Molecular formula: C7H24Be2O9
Method: DFT, ωB97M-V/def2-TZVPD

Computed properties:
ΔE to the lowest compared entry with this formula, charge and spin ... 7.597 eV
Spin multiplicity ... 1
E_HOMO ... -14.84 eV
Charge ... +2
Orbital gap ... 2.0015 eV

XYZ file:
```
42
Properties=species:S:1:pos:R:3:lowdin_charge:R:1
Be -19.789 -13.535 -13.675 0.90
Be -15.116 -14.615 -8.595 0.92
C -16.137 -12.901 -12.061 -0.96
O -16.547 -12.451 -13.146 0.19
O -15.006 -12.840 -11.560 0.20
O -16.981 -13.451 -11.385 0.24
C -11.038 -12.604 -13.765 -0.10
O -11.767 -13.810 -13.562 -0.07
H -10.319 -12.767 -14.568 0.10
H -11.756 -11.812 -13.979 0.08
H -10.579 -12.354 -12.808 0.09
H -12.558 -13.516 -13.105 0.06
C -12.355 -8.885 -11.491 -0.14
O -12.861 -9.665 -10.427 -0.09
H -11.278 -8.998 -11.615 0.09
H -12.790 -9.130 -12.459 0.07
H -12.687 -7.870 -11.273 0.09
H -13.230 -10.451 -10.838 0.05
C -14.496 -11.558 -17.566 -0.16
O -14.480 -10.891 -16.344 -0.08
H -14.897 -12.568 -17.479 0.08
H -15.102 -11.056 -18.321 0.09
H -13.497 -11.641 -17.996 0.09
H -15.160 -11.275 -15.786 0.06
C -18.957 -10.368 -16.984 -0.12
O -19.190 -11.750 -16.693 -0.16
H -19.900 -9.822 -16.972 0.09
H -18.196 -10.125 -16.242 0.08
H -18.496 -10.166 -17.950 0.09
H -18.921 -12.219 -17.486 0.08
C -17.407 -11.345 -5.859 -0.16
O -17.281 -12.193 -6.946 -0.14
H -16.763 -11.606 -5.020 0.09
H -17.226 -10.320 -6.184 0.09
H -18.434 -11.341 -5.493 0.09
H -18.027 -11.954 -7.501 0.08
C -17.392 -8.412 -11.165 -0.17
O -17.515 -8.759 -12.503 -0.07
H -17.547 -7.336 -11.085 0.10
H -17.989 -8.940 -10.422 0.08
H -16.383 -8.542 -10.772 0.08
H -16.884 -9.463 -12.670 0.06
```



| no. | E (Ha) |
| --- | --- |
| 1 | -4670.3031 |
| 2 | -2213.6566 |
| 3 | -1954.4437 |
| 4 | -986.4914 |